Entry from the OMol25 dataset: a structure of composition C26H32F2MnN8 (ωB97M-V/def2-TZVPD).

Geometry as XYZ:
```
69
C26H32F2MnN8, DFT ωB97M-V/def2-TZVPD
Mn -0.02 -0.38 0.46
C 4.23 4.71 2.02
C 3.11 3.88 1.45
C 1.78 4.30 1.50
C 0.76 3.51 1.01
C 1.02 2.27 0.43
N -0.04 1.46 -0.03
C -1.08 2.10 -0.73
C -0.77 3.13 -1.62
C -1.75 3.77 -2.34
C -3.09 3.41 -2.22
C -4.16 4.08 -3.04
C -3.40 2.37 -1.35
C -2.41 1.74 -0.61
N -2.81 0.72 0.31
C -4.02 0.55 0.87
C -4.03 -0.66 1.52
C -2.76 -1.19 1.32
N -2.02 -0.35 0.59
C 2.34 1.85 0.38
C 3.36 2.64 0.88
N 2.68 0.62 -0.25
C 3.83 0.28 -0.87
C 3.75 -1.04 -1.24
C 2.50 -1.46 -0.79
N 1.85 -0.45 -0.20
H 3.94 5.76 2.09
H 5.13 4.64 1.42
H 4.48 4.37 3.03
H 1.54 5.25 1.95
H -0.27 3.84 1.07
H 0.27 3.40 -1.74
H -1.47 4.56 -3.03
H -3.85 5.08 -3.34
H -5.10 4.15 -2.49
H -4.35 3.51 -3.95
H -4.43 2.05 -1.26
H -4.79 1.30 0.76
H -4.85 -1.10 2.07
H -2.33 -2.11 1.67
H 4.38 2.27 0.85
H 4.61 1.01 -1.01
H 4.49 -1.62 -1.75
H 2.03 -2.43 -0.87
F 1.48 -0.20 2.68
C 0.22 0.12 2.41
F -0.58 -0.65 3.14
H 0.04 1.18 2.59
C 0.38 -4.43 -2.09
N -0.21 -3.45 -1.16
C -0.85 -2.31 -1.80
C 0.03 -3.47 0.17
N 0.04 -2.33 0.86
N 0.32 -4.64 0.76
C 0.98 -4.66 2.06
C -0.41 -5.87 0.41
H 0.84 -3.88 -2.91
H -0.38 -5.09 -2.50
H 1.14 -5.01 -1.58
H -1.42 -2.65 -2.66
H -0.12 -1.58 -2.17
H -1.55 -1.83 -1.12
H 0.08 -2.47 1.86
H 1.76 -3.89 2.10
H 1.46 -5.63 2.19
H 0.28 -4.52 2.89
H -1.09 -5.68 -0.42
H -1.01 -6.19 1.26
H 0.28 -6.67 0.14
```

Values from the calculation:
- energy above the lowest of the compared OMol25 structures with the same formula, charge and spin (kcal/mol) = 0.0
- expectation value of S² = 4.04
- multiplicity = 4
- HOMO (alpha / beta) (eV) = -13.131 / -13.319
- charge = +2
- frontier orbital gap (alpha / beta) (eV) = 5.96 / 6.72
- LUMO level (alpha / beta) (hartree) = -0.264 / -0.242